Entry 1:
This record from the Open Molecules 2025 dataset describes a structure of composition CHBr4O2P. The level of theory is ωB97M-V with the def2-TZVPD basis set.

Properties
molecular weight = 395.6 g/mol
spin multiplicity = 1
electronic energy = -294605.177 eV
HOMO energy (alpha / beta) = -9.13 / -8.50 eV
Kohn-Sham gap (alpha / beta) = 7.6 / 5.6 eV
LUMO level (alpha / beta) = -1.561 / -2.914 eV

```
9
CHBr4O2P, DFT ωB97M-V with the def2-TZVPD basis set
C 3.9644 0.1102 -0.0666
O -0.2533 -0.0754 1.0674
O 2.1968 -0.5561 1.2863
P 1.0954 -0.5200 0.3218
Br 4.8087 -1.5305 -0.5943
Br 5.0133 1.1190 1.1066
Br 3.0095 1.0052 -1.3235
Br 0.3978 -2.8587 0.0660
H -0.9037 -0.0986 0.3647
```



Entry 2:
This record from the Open Molecules 2025 dataset describes a structure of composition C5H10O2. The level of theory is ωB97M-V with the def2-TZVPD basis set.

Properties
molecular weight = 102.1 g/mol
spin multiplicity = 1
electronic energy = -9440.980 eV
HOMO energy = -9.59 eV
Kohn-Sham gap = 10.7 eV
LUMO level = 1.063 eV

```
17
C5H10O2, DFT ωB97M-V with the def2-TZVPD basis set
C -0.0160 1.6968 1.4390
C 0.3757 0.3105 0.9503
O -0.4352 -0.6786 1.5586
C 0.2743 0.2581 -0.5824
C 0.7789 -1.0038 -1.2950
C -0.7078 -1.3576 -1.3770
O -1.0900 -0.0347 -0.9483
H -0.1198 1.7080 2.5271
H 0.7360 2.4359 1.1513
H -0.9696 1.9942 0.9829
H 1.4009 0.0672 1.2484
H -1.3488 -0.4162 1.3702
H 0.6104 1.2105 -1.0204
H 1.2290 -0.7941 -2.2709
H 1.4205 -1.6765 -0.7214
H -1.0210 -2.1153 -0.6526
H -1.1176 -1.6043 -2.3599
```



Entry 3:
This record from the Open Molecules 2025 dataset describes an isolated molecule of C6H10O. The level of theory is ωB97M-V with the def2-TZVPD basis set.

Properties
structure (SMILES) = C1=CCOCCC1
molecular weight = 98.1 g/mol
spin multiplicity = 1
electronic energy = -8430.593 eV
HOMO energy = -9.25 eV
Kohn-Sham gap = 10.3 eV
LUMO level = 1.103 eV

```
17
C6H10O, DFT ωB97M-V with the def2-TZVPD basis set
C -0.8167 -0.8724 1.1228
C -1.6291 -0.3775 0.1898
C -1.2135 0.2081 -1.1405
O 0.0774 -0.1601 -1.5706
C 1.1182 0.6077 -1.0055
C 1.1313 0.5567 0.5238
C 0.6936 -0.8194 1.0489
H -1.2608 -1.2766 2.0316
H -2.7051 -0.3864 0.3623
H -1.3105 1.3091 -1.1241
H -1.9015 -0.1540 -1.9132
H 1.0471 1.6543 -1.3473
H 2.0389 0.1823 -1.4199
H 0.4191 1.2908 0.9155
H 2.1202 0.8548 0.8913
H 1.0711 -1.6160 0.3938
H 1.1203 -1.0015 2.0413
```



Entry 4:
This record from the Open Molecules 2025 dataset describes a structure of composition C25H28Cl2IrN8O4S. The level of theory is ωB97M-V with the def2-TZVPD basis set.

Properties
net charge = +2
molecular weight = 799.7 g/mol
spin multiplicity = 2
electronic energy = -85196.320 eV
expectation value of S² = 0.78
HOMO energy (alpha / beta) = -13.02 / -13.53 eV
Kohn-Sham gap (alpha / beta) = 6.9 / 5.7 eV
LUMO level (alpha / beta) = -6.122 / -7.796 eV

```
69
C25H28Cl2IrN8O4S, DFT ωB97M-V with the def2-TZVPD basis set
Ir -0.1393 0.7206 0.4138
Cl -4.0522 -4.6270 1.6315
C -2.7346 -3.5617 1.6102
C -2.7175 -2.5589 0.6635
C -1.6463 -1.6659 0.6416
N -1.4472 -0.6330 -0.2400
C -2.2860 -0.2671 -1.2888
O -3.3477 -0.7740 -1.5564
C -1.7637 0.9263 -2.0548
C -2.3337 1.2547 -3.2716
C -1.8141 2.3253 -3.9866
C -0.7572 3.0348 -3.4396
C -0.2587 2.6510 -2.2041
N -0.7400 1.6115 -1.5264
C -0.5810 -1.8211 1.6218
C -0.6059 -2.8719 2.5658
C -1.6685 -3.7185 2.5713
Cl -1.7361 -4.9603 3.7357
N 0.3915 -0.9346 1.4228
C 1.7141 -1.0072 1.8855
O 2.1541 -1.7170 2.7449
C 2.5427 -0.1215 1.0067
C 3.9183 -0.1818 1.0521
C 4.6497 0.5379 0.1108
C 3.9654 1.2752 -0.8383
C 2.5768 1.3142 -0.8036
N 1.8804 0.6413 0.1027
H -3.5204 -2.4771 -0.0506
H -3.1604 0.6568 -3.6288
H -2.2274 2.5985 -4.9477
H -0.3220 3.8814 -3.9526
H 0.5360 3.2161 -1.7320
H 0.1906 -2.9899 3.2833
H 4.3818 -0.8098 1.7997
H 5.7307 0.4980 0.1080
H 4.4882 1.8109 -1.6189
H 2.0140 1.8621 -1.5454
C -3.3681 1.1031 5.4482
O -2.0243 0.9659 4.9746
C -1.7315 1.0148 3.6822
O -0.6070 0.8492 3.2831
N -2.7873 1.2796 2.8200
N -2.5789 1.3065 1.4265
H -3.3077 1.0022 6.5258
H -4.0068 0.3113 5.0529
H -3.7705 2.0891 5.2101
H -3.7256 1.4142 3.1530
H -2.8157 2.2350 1.0922
H -3.1919 0.6145 1.0072
C 0.8078 6.6722 -1.8059
C 0.8152 6.5048 -0.2942
N 0.4031 5.1530 0.1142
C 1.0848 4.1402 0.6294
S 0.1441 2.9142 1.4482
N 2.4113 4.0496 0.6613
C 3.4567 4.9047 0.0859
C 4.0521 5.8694 1.1021
H 1.0522 7.7020 -2.0647
H -0.1785 6.4503 -2.2168
H 1.5396 6.0206 -2.2876
H 0.1075 7.1919 0.1686
H 1.7869 6.7259 0.1344
H -0.5927 4.9941 0.1195
H 2.7382 3.2898 1.2355
H 3.0586 5.4148 -0.7878
H 4.2307 4.2266 -0.2748
H 3.2928 6.5157 1.5429
H 4.8022 6.4969 0.6213
H 4.5397 5.3258 1.9117
```



Entry 5:
This record from the Open Molecules 2025 dataset describes a cluster of 2 separate species, C3H9N in total. The level of theory is ωB97M-V with the def2-TZVPD basis set.

Properties
structure (SMILES) = C=NC.C
molecular weight = 59.1 g/mol
spin multiplicity = 1
electronic energy = -4745.767 eV
HOMO energy = -9.69 eV
Kohn-Sham gap = 10.8 eV
LUMO level = 1.115 eV

```
13
C3H9N, DFT ωB97M-V with the def2-TZVPD basis set
C 0.9669 -1.0475 -0.8393
N 0.9933 0.1512 -0.4547
C 1.7592 0.4174 0.7505
H 0.3322 -1.3272 -1.6732
H 1.5720 -1.8227 -0.3544
H 1.6194 1.4713 1.0290
H 2.8358 0.3030 0.6590
H 1.3303 -0.0692 1.6199
C -2.2957 0.3587 -0.1623
H -3.1939 -0.0267 0.3079
H -1.4797 0.0542 0.4831
H -2.2535 1.4512 -0.1695
H -2.1865 0.0863 -1.1960
```



Entry 6:
This record from the Open Molecules 2025 dataset describes a cluster of 6 separate species, C18H43Cl2N5O5PS in total. The level of theory is ωB97M-V with the def2-TZVPD basis set.

Properties
net charge = -1
molecular weight = 543.5 g/mol
spin multiplicity = 1
electronic energy = -82218.611 eV
HOMO energy = -3.95 eV
Kohn-Sham gap = 5.4 eV
LUMO level = 1.498 eV

```
75
C18H43Cl2N5O5PS, DFT ωB97M-V with the def2-TZVPD basis set
C 3.4991 -4.5760 -2.9192
C 4.3147 -3.5486 -3.6299
Cl 3.6597 -3.1805 -5.2472
C 5.4238 -2.9600 -3.1769
Cl 6.2694 -1.8223 -4.1991
P 6.1782 -3.3469 -1.3979
S 6.3068 -1.1090 -0.8667
H 2.4965 -4.6105 -3.3253
H 3.9462 -5.5635 -3.0274
H 3.4016 -4.3783 -1.8597
H 7.5117 -3.2501 -1.9530
H 6.7125 -3.6616 -0.0800
H 4.8491 -3.3193 -0.8434
H 6.1043 -4.7686 -1.7122
H 5.0201 -0.7673 -0.9903
C 6.9053 1.1851 1.6559
O 5.9783 0.9256 2.3952
N 7.8985 2.0516 1.9905
C 8.9882 2.3370 1.0853
C 7.8573 2.6972 3.2863
H 7.0383 0.7496 0.6440
H 9.9455 2.0610 1.5370
H 9.0132 3.4025 0.8375
H 8.8577 1.7669 0.1678
H 7.8678 1.9504 4.0823
H 6.9413 3.2822 3.3892
H 8.7194 3.3528 3.3940
C 0.2409 -3.0561 -2.3804
O 0.7860 -3.6152 -1.4486
N -1.0822 -2.8187 -2.4562
C -1.6942 -2.1546 -3.5866
C -1.9235 -3.2408 -1.3481
H 0.8017 -2.6925 -3.2593
H -2.1845 -1.2456 -3.2443
H -2.4339 -2.8142 -4.0528
H -0.9389 -1.8924 -4.3244
H -1.6013 -2.7555 -0.4369
H -1.8376 -4.3227 -1.2143
H -2.9586 -2.9777 -1.5525
C -2.5789 1.2966 -1.6275
O -1.7115 0.8039 -2.3186
N -3.4493 2.2386 -2.0434
C -4.4598 2.7918 -1.1645
C -3.3617 2.7089 -3.4146
H -2.7254 1.0041 -0.5733
H -5.4547 2.5968 -1.5715
H -4.3226 3.8704 -1.0701
H -4.3876 2.3378 -0.1779
H -3.5042 1.8789 -4.1076
H -2.3777 3.1390 -3.6030
H -4.1262 3.4622 -3.5872
C -2.9060 -2.2048 2.4235
O -2.7925 -1.9034 1.2532
N -3.9400 -2.9054 2.9314
C -4.0246 -3.2467 4.3356
C -4.9952 -3.3300 2.0282
H -2.1511 -1.9315 3.1795
H -4.0523 -4.3310 4.4623
H -4.9272 -2.8183 4.7776
H -3.1572 -2.8563 4.8629
H -4.5853 -3.9664 1.2433
H -5.4560 -2.4632 1.5529
H -5.7482 -3.8812 2.5857
C -4.8415 5.8502 1.1557
O -5.4628 6.0545 0.1315
N -5.3954 5.5644 2.3481
C -4.5956 5.3286 3.5334
C -6.8438 5.4915 2.4388
H -3.7390 5.8831 1.1872
H -4.7801 4.3252 3.9220
H -4.8426 6.0569 4.3085
H -3.5394 5.4202 3.2912
H -7.2250 4.7235 1.7653
H -7.2875 6.4443 2.1492
H -7.1301 5.2532 3.4598
```



Entry 7:
This record from the Open Molecules 2025 dataset describes a structure of composition C25H53ClP2ReSi2. The level of theory is ωB97M-V with the def2-TZVPD basis set.

Properties
molecular weight = 693.5 g/mol
spin multiplicity = 4
electronic energy = -75768.293 eV
expectation value of S² = 3.77
HOMO energy (alpha / beta) = -3.22 / -6.39 eV
Kohn-Sham gap (alpha / beta) = 3.9 / 6.7 eV
LUMO level (alpha / beta) = 0.667 / 0.324 eV

```
84
C25H53ClP2ReSi2, DFT ωB97M-V with the def2-TZVPD basis set
Re 0.3990 -0.0224 -0.2669
C 2.0414 -0.1423 -1.6283
C 1.2597 -1.3216 -1.7421
C -0.0429 -0.9081 -2.2103
Si 1.9297 -2.9996 -1.2733
C -0.0424 0.5085 -2.3349
C 1.2573 0.9987 -1.9467
Si 1.9279 2.7352 -1.7796
H 3.0888 -0.1175 -1.3508
H -0.8685 -1.5739 -2.4408
H -0.8711 1.1241 -2.6806
Cl -3.5706 0.1811 1.9975
C 3.7774 2.6976 -1.6831
C 1.3621 3.7926 -3.2295
C 3.7795 -2.9419 -1.1766
C 1.3756 -4.2959 -2.5217
H 2.0073 3.5029 -4.0773
H 1.5255 4.8600 -2.9996
H 0.3109 3.6300 -3.5145
H 4.1243 2.1403 -0.8067
H 4.1558 3.7265 -1.6391
H 4.1675 2.2099 -2.5852
H 2.0001 -4.1328 -3.4177
H 0.3157 -4.2125 -2.8097
H 1.5751 -5.3058 -2.1218
H 4.1734 -2.6202 -2.1487
H 4.1599 -3.9458 -0.9496
H 4.1208 -2.2376 -0.4108
C 1.2627 3.4468 -0.1581
C 1.2601 -3.4236 0.4438
P -0.3392 2.6541 0.2129
H 1.1773 4.5431 -0.2228
H 1.9654 3.2341 0.6643
P -0.3421 -2.5774 0.6702
H 1.9613 -3.0735 1.2195
H 1.1725 -4.5147 0.5678
C -0.8962 -3.0460 2.4132
C -1.4849 -3.6501 -0.4082
C -1.4823 3.5237 -1.0354
C -0.8926 3.4182 1.8482
C -0.7016 2.4217 2.9861
H -1.9730 3.6061 1.7094
C -0.2027 4.7443 2.1967
H 0.8765 4.6059 2.3474
H -0.6262 5.1049 3.1432
H -0.3661 5.5251 1.4473
H -1.2547 1.4831 2.8325
H -1.0884 2.8690 3.9177
H 0.3679 2.2014 3.1392
H -1.0505 3.2162 -2.0023
C -1.4729 5.0501 -0.9406
C -2.9275 3.0082 -0.9607
H -0.4745 5.4931 -1.0366
H -1.9345 5.3956 -0.0065
H -2.0835 5.4492 -1.7620
H -2.9981 1.9651 -1.2845
H -3.5667 3.6107 -1.6207
H -3.3335 3.0808 0.0550
H -1.0535 -3.5144 -1.4139
C -2.9297 -3.1318 -0.4225
C -1.4755 -5.1383 -0.0507
H -0.4771 -5.5908 -0.0708
H -2.0873 -5.6721 -0.7898
H -1.9348 -5.3163 0.9293
H -3.0010 -2.1556 -0.9136
H -3.3391 -3.0370 0.5904
H -3.5674 -3.8356 -0.9761
C -0.7068 -1.8657 3.3597
C -0.2058 -4.2906 2.9876
H -1.9765 -3.2561 2.3086
H 0.8732 -4.1273 3.1135
H -0.3676 -5.1898 2.3849
H -0.6304 -4.4816 3.9819
H 0.3622 -1.6199 3.4712
H -1.0925 -2.1442 4.3552
H -1.2619 -0.9696 3.0445
C -2.7475 0.0401 0.4600
H -3.3814 -0.0337 -0.4156
H -2.0677 -0.8490 0.5400
H -2.0566 0.9193 0.3850
C 1.6168 0.1193 1.3706
H 0.9943 0.1999 2.2640
H 2.2641 1.0033 1.3621
H 2.2583 -0.7571 1.5171
```



Entry 8:
This record from the Open Molecules 2025 dataset describes a cluster of 9 separate species, C34H35F4N5 in total. The level of theory is ωB97M-V with the def2-TZVPD basis set.

Properties
structure (SMILES) = Fc1ccccc1.Fc1ccccc1.Fc1ccccc1.Fc1ccccc1.CC#N.CC#N.CC#N.CC#N.CC#N
molecular weight = 589.7 g/mol
spin multiplicity = 1
electronic energy = -54144.144 eV
HOMO energy = -9.35 eV
Kohn-Sham gap = 9.5 eV
LUMO level = 0.195 eV

```
78
C34H35F4N5, DFT ωB97M-V with the def2-TZVPD basis set
F 2.7070 0.5185 3.7513
C 2.0646 -0.4765 4.3935
C 2.1671 -1.7751 3.9323
C 1.5207 -2.7982 4.6114
C 0.7542 -2.5166 5.7193
C 0.6096 -1.2064 6.1388
C 1.2386 -0.1793 5.4544
H 2.8543 -2.0063 3.1262
H 1.6561 -3.8127 4.2625
H 0.2779 -3.3103 6.2821
H -0.0685 -0.9620 6.9453
H 1.0820 0.8457 5.7683
F -5.3894 -3.1525 -4.3372
C -4.0915 -3.0532 -3.9796
C -3.7910 -2.5863 -2.7177
C -2.4693 -2.4747 -2.3480
C -1.4852 -2.8654 -3.2399
C -1.7922 -3.2627 -4.5296
C -3.1235 -3.3909 -4.8974
H -4.6021 -2.2734 -2.0707
H -2.1404 -2.1251 -1.3794
H -0.4531 -2.8629 -2.9041
H -1.0270 -3.5279 -5.2472
H -3.4521 -3.7044 -5.8808
F 5.4657 -5.3073 -2.0863
C 4.7699 -4.1815 -2.3491
C 3.5675 -3.9766 -1.7007
C 2.8746 -2.8153 -1.9651
C 3.3634 -1.8895 -2.8830
C 4.5745 -2.1337 -3.5316
C 5.2642 -3.3051 -3.2896
H 3.2376 -4.6401 -0.9119
H 1.8748 -2.6273 -1.5926
H 2.8557 -0.9426 -3.0229
H 4.9179 -1.4298 -4.2797
H 6.1926 -3.5159 -3.8035
F -1.6138 2.7558 -0.1251
C -0.8658 1.6491 0.0918
C -0.4466 0.9238 -1.0035
C 0.2379 -0.2696 -0.8146
C 0.3462 -0.7644 0.4785
C -0.0637 -0.0114 1.5673
C -0.6095 1.2568 1.3950
H -0.7222 1.2698 -1.9927
H 0.5718 -0.8740 -1.6466
H 0.7957 -1.7336 0.6643
H 0.1826 -0.3452 2.5672
H -1.0217 1.8028 2.2343
C 1.2703 -1.0165 -6.4165
C 0.5094 -0.4671 -5.3093
N -0.0861 -0.0205 -4.4323
H 1.4764 -0.2298 -7.1415
H 0.7050 -1.7883 -6.9386
H 2.2002 -1.4515 -6.0566
C 1.0192 3.5409 4.8217
C 0.3252 3.8628 6.0532
N -0.2237 4.1154 7.0311
H 2.0135 3.1546 5.0141
H 1.0238 4.4331 4.1941
H 0.4162 2.8114 4.2771
C -3.9747 4.6589 -0.2829
C -5.1399 5.5086 -0.1481
N -6.0668 6.1808 -0.0344
H -3.4054 4.8857 -1.1803
H -4.2401 3.6009 -0.3265
H -3.3370 4.7387 0.5973
C -2.1689 2.1229 7.0965
C -1.9581 2.0952 5.6538
N -1.7759 2.0787 4.5221
H -3.2131 1.8848 7.2990
H -1.9343 3.1182 7.4699
H -1.5411 1.3956 7.6046
C -0.0178 3.6607 -3.7448
C -0.3477 5.0804 -3.7108
N -0.6057 6.1967 -3.6995
H 1.0058 3.5408 -4.0974
H -0.7683 3.0720 -4.2573
H 0.0436 3.2994 -2.7118
```



Entry 9:
This record from the Open Molecules 2025 dataset describes a structure of composition CH4O2P2. The level of theory is ωB97M-V with the def2-TZVPD basis set.

Properties
molecular weight = 110.0 g/mol
spin multiplicity = 1
electronic energy = -23773.619 eV
HOMO energy = -9.46 eV
Kohn-Sham gap = 7.7 eV
LUMO level = -1.706 eV

```
9
CH4O2P2, DFT ωB97M-V with the def2-TZVPD basis set
C 1.1306 -0.1951 1.1778
O -1.4418 1.3657 -3.2433
O -0.5939 0.2436 -1.3006
P -1.8472 0.4035 -2.2178
P -0.1867 -1.2266 0.4491
H 2.0983 -0.4674 0.7662
H 0.9346 0.8523 0.9768
H 1.1550 -0.3653 2.2551
H -1.2488 -0.6107 1.1368
```



Entry 10:
This record from the Open Molecules 2025 dataset describes the ion C5H8N with charge +1. The level of theory is ωB97M-V with the def2-TZVPD basis set.

Properties
net charge = +1
structure (SMILES) = C=C=[N+](C)C=C
molecular weight = 82.1 g/mol
spin multiplicity = 1
electronic energy = -6794.565 eV
HOMO energy = -14.82 eV
Kohn-Sham gap = 9.6 eV
LUMO level = -5.230 eV

```
14
C5H8N, DFT ωB97M-V with the def2-TZVPD basis set
C 0.3089 2.2342 0.4561
C -0.1003 1.0557 -0.0143
N -0.3972 -0.1785 -0.0836
C -1.7792 -0.5295 -0.2616
C 0.5587 -1.2322 -0.1349
C 1.8713 -1.0729 -0.1997
H 0.2934 2.3891 1.6062
H 0.6160 3.2044 -0.0999
H -1.9605 -0.9141 -1.1572
H -2.0778 -1.2503 0.4659
H -2.3605 0.3967 -0.2399
H 0.2232 -2.2091 -0.0314
H 2.5255 -1.8729 -0.2149
H 2.2786 -0.0207 -0.0909
```



Entry 11:
This record from the Open Molecules 2025 dataset describes an isolated molecule of C2H4ClF2N. The level of theory is ωB97M-V with the def2-TZVPD basis set.

Properties
structure (SMILES) = NCC(F)(F)Cl
molecular weight = 115.5 g/mol
spin multiplicity = 1
electronic energy = -21586.229 eV
HOMO energy = -9.81 eV
Kohn-Sham gap = 10.6 eV
LUMO level = 0.777 eV

```
10
C2H4ClF2N, DFT ωB97M-V with the def2-TZVPD basis set
N 1.4360 0.2798 0.4151
C -0.0054 0.5970 0.2687
C -0.9325 -0.4901 -0.3187
F -2.1948 0.0659 -0.3523
F -1.1063 -1.5735 0.4444
Cl -0.3440 -0.8802 -1.9783
H 1.9929 0.2865 -0.4812
H 1.6986 -0.5744 1.0624
H -0.1502 1.5403 -0.3440
H -0.3943 0.7487 1.2840
```



no.,maximum force (eV/Å)
1,2.6
2,0.4
3,0.2
4,1.9
5,1.7
6,1.2
7,5.1
8,1.2
9,3.9
10,4.5
11,3.3